Entry from the OMol25 dataset: a single C22H26N2O2 molecule (wB97M-V/def2-TZVPD).

CARTESIAN COORDINATES (ANGSTROEM)
C -2.93 3.26 5.06
H -3.78 3.28 4.38
H -2.33 4.14 4.88
H -3.30 3.29 6.09
C -2.10 1.99 4.83
N -1.61 1.92 3.49
C -2.30 1.49 2.39
C -3.57 0.93 2.29
C -4.01 0.57 1.03
C -3.22 0.76 -0.10
C -1.96 1.31 -0.01
C -1.48 1.68 1.25
C -0.26 2.26 1.71
C -0.39 2.39 3.06
H 0.31 2.79 3.77
C 0.93 2.62 0.89
H 1.63 3.18 1.50
H 0.62 3.25 0.05
C 1.63 1.37 0.33
H 0.95 0.85 -0.34
H 2.50 1.68 -0.26
C 2.09 0.43 1.45
C 2.71 -0.82 0.86
O 3.90 -1.04 0.85
N 1.80 -1.68 0.35
H 0.83 -1.41 0.32
C 2.17 -2.85 -0.42
C 1.94 -2.65 -1.89
C 1.11 -3.48 -2.62
C 0.90 -3.28 -3.98
C 1.52 -2.22 -4.63
C 2.35 -1.37 -3.89
C 2.56 -1.59 -2.55
H 3.21 -0.93 -1.99
H 2.83 -0.55 -4.41
O 1.39 -1.93 -5.95
C 0.59 -2.76 -6.75
H 0.96 -3.79 -6.76
H -0.46 -2.76 -6.42
H 0.64 -2.35 -7.75
H 0.25 -3.96 -4.51
H 0.62 -4.31 -2.13
H 1.62 -3.72 -0.06
H 3.24 -3.00 -0.22
H 2.83 0.93 2.07
H 1.23 0.16 2.07
H -1.36 1.45 -0.89
H -3.61 0.46 -1.07
H -5.00 0.14 0.92
H -4.20 0.79 3.16
H -2.72 1.11 5.03
H -1.25 1.98 5.52

## Properties
Molar mass in g/mol: 350.46
SMILES: CCn1cc(CCCC(=O)NCc2ccc(OC)cc2)c2ccccc21
Highest occupied orbital energy in eV: -7.8
Kohn-Sham gap in eV: 8.5705
Energy in eV: -30312.061
Charge: 0
Relative energy (zero: lowest compared OMol25 entry of this formula, charge and spin) in kcal/mol: 26.4

Löwdin atomic charge list, values in e, 2 entries:
1 C -0.069
2 H 0.072